# C2H6NO2S

An isolated ion of composition C2H6NO2S and charge +1 in a non-equilibrium geometry (ωB97M-V/def2-TZVPD, OMol25).

```
12
Properties=species:S:1:pos:R:3:lowdin_charge:R:1
N 0.323 -0.641 -1.289 0.20
C -0.830 -0.152 -0.449 -0.02
C -0.107 0.462 0.854 -0.91
O 0.034 -0.301 1.925 0.08
O 1.026 1.111 0.536 -0.37
S -0.161 2.216 1.029 1.07
H 0.083 -1.115 -2.146 0.17
H 0.685 -1.387 -0.666 0.18
H 1.111 0.118 -1.200 0.21
H -1.486 0.522 -0.877 0.11
H -1.366 -1.006 -0.201 0.12
H 0.688 0.175 2.483 0.15
```

For the LUMO energy, the calculation gives -4.12 eV. As for the SMILES: [NH3+]C[C@@]1(O)OS1. The total charge is +1. The value obtained for the HOMO-LUMO gap is 9.32 eV. The energy relative to the best compared isomer or geometry (same formula, charge and spin) is 0.961 eV. As for the multiplicity: 1. As for the electronic energy: -682.8895 hartree.

# C2H6NO2S2

A 2-piece molecular cluster, C2H6NO2S2 overall in a non-equilibrium geometry (ωB97M-V/def2-TZVPD, OMol25).

```
13
Properties=species:S:1:pos:R:3:lowdin_charge:R:1
C 1.232 -0.513 -0.728 -0.15
C 1.460 1.028 1.067 -0.16
N 1.679 -0.240 0.396 -0.14
O -3.059 -1.849 -0.352 -0.61
O -1.429 -1.238 -2.155 -0.58
S -2.406 0.940 -0.046 0.21
S -1.772 -1.232 -0.698 0.42
H -2.058 0.636 1.157 -0.32
H 0.529 0.200 -1.294 0.08
H 1.613 -1.449 -1.076 0.06
H 0.605 1.503 0.633 0.02
H 1.174 0.739 2.209 0.12
H 2.431 1.476 0.887 0.06
```

For the LUMO energy, the calculation gives 3.64 eV. The total charge is -1. The value obtained for the HOMO-LUMO gap is 7.53 eV. The energy relative to the best compared isomer or geometry (same formula, charge and spin) is 2.973 eV. As for the multiplicity: 1. As for the electronic energy: -1081.4172 hartree.

# C2H6NO3

A 2-piece molecular cluster, C2H6NO3 overall in a non-equilibrium geometry (ωB97M-V/def2-TZVPD, OMol25).

```
12
Properties=species:S:1:pos:R:3:lowdin_charge:R:1
C 1.254 0.200 -1.731 -0.16
N 0.472 -0.678 -0.907 -0.05
C -0.417 -0.055 0.046 -0.80
O -0.045 1.060 0.460 -0.07
O -1.431 -0.709 0.346 -0.08
H 0.636 1.038 -2.056 0.07
H 1.943 0.742 -1.050 0.07
H 1.836 -0.190 -2.563 0.06
H 0.279 -1.650 -0.944 0.09
H -1.252 0.778 2.969 0.03
H -1.600 -0.452 2.267 -0.02
O -1.674 -0.085 3.164 -0.12
```

For the LUMO energy, the calculation gives 4.13 eV. The total charge is -1. The value obtained for the HOMO-LUMO gap is 8.29 eV. The energy relative to the best compared isomer or geometry (same formula, charge and spin) is 0.405 eV. As for the multiplicity: 1. As for the electronic energy: -360.3564 hartree.

# C2H6NO3

An isolated ion of composition C2H6NO3 and charge -1 in a non-equilibrium geometry (ωB97M-V/def2-TZVPD, OMol25).

```
12
Properties=species:S:1:pos:R:3:lowdin_charge:R:1
O -0.629 0.431 1.227 -0.24
C -1.020 0.045 0.005 -0.59
O -1.056 1.224 -0.806 -0.10
C 0.116 -0.802 -0.619 -0.10
N 1.384 -0.731 0.478 -0.14
O 1.572 0.676 0.415 -0.35
H -2.003 -0.387 -0.090 0.11
H -0.244 1.754 -0.571 0.09
H -0.098 -1.868 -0.721 0.07
H 0.608 -0.615 -1.524 0.06
H 0.880 -0.784 1.447 0.10
H 0.491 1.057 0.758 0.08
```

For the LUMO energy, the calculation gives 4.48 eV. As for the SMILES: [O-][C@@H](O)CNO. The total charge is -1. The value obtained for the HOMO-LUMO gap is 7.77 eV. The energy relative to the best compared isomer or geometry (same formula, charge and spin) is 5.079 eV. As for the multiplicity: 1. As for the electronic energy: -360.1846 hartree.

# C2H6NO3

A 2-piece molecular cluster, C2H6NO3 overall in a non-equilibrium geometry (ωB97M-V/def2-TZVPD, OMol25).

```
12
Properties=species:S:1:pos:R:3:lowdin_charge:R:1
C 1.051 0.515 2.079 -0.17
N 1.182 -0.627 1.168 -0.04
C 0.107 -0.692 0.146 -0.78
O 0.387 -1.407 -0.829 -0.09
O -0.789 0.189 0.225 -0.10
H 0.256 1.244 1.903 0.06
H 0.642 0.106 2.988 0.04
H 2.020 0.925 2.397 0.06
H 2.072 -0.755 0.719 0.08
H -1.256 1.275 -3.274 0.01
H -1.419 0.853 -1.853 0.01
O -1.778 1.490 -2.502 -0.09
```

For the LUMO energy, the calculation gives 4.17 eV. The total charge is -1. The value obtained for the HOMO-LUMO gap is 8.44 eV. The energy relative to the best compared isomer or geometry (same formula, charge and spin) is 0.708 eV. As for the multiplicity: 1. As for the electronic energy: -360.3452 hartree.

# C2H6NO3PS2

C2H6NO3PS2 as an isolated structure in a non-equilibrium geometry (ωB97M-V/def2-TZVPD, OMol25).

```
15
Properties=species:S:1:pos:R:3:lowdin_charge:R:1
C -0.096 -0.516 -1.563 -0.41
C -1.296 -0.026 2.192 -0.41
N -1.211 1.495 -0.274 -0.94
O 2.224 1.226 0.137 -0.41
O 2.749 -0.085 -2.013 -0.38
O 2.117 -1.324 0.148 -0.38
P 2.213 -0.087 -0.645 0.12
S -1.520 0.692 -1.684 0.48
S -2.300 1.066 1.001 0.44
H -0.502 -1.285 -0.958 0.01
H 0.570 -0.015 -0.963 -0.11
H 0.287 -0.770 -2.523 0.02
H -0.778 -0.793 1.659 0.00
H -1.889 -0.321 2.958 -0.06
H -0.570 0.742 2.529 0.01
```

For the LUMO energy, the calculation gives 5.72 eV. The total charge is -2. The value obtained for the HOMO-LUMO gap is 5.59 eV. The energy relative to the best compared isomer or geometry (same formula, charge and spin) is 2.039 eV. As for the multiplicity: 1. As for the electronic energy: -1497.9985 hartree.

# C2H6NOPS2

C2H6NOPS2 as an isolated structure in a non-equilibrium geometry (ωB97M-V/def2-TZVPD, OMol25).

```
13
Properties=species:S:1:pos:R:3:lowdin_charge:R:1
C -0.673 0.724 0.179 -0.25
C -1.253 -0.667 0.036 -0.26
N 0.790 0.681 0.143 -0.24
O -0.279 -1.563 0.481 -0.36
P 1.231 -0.937 0.406 0.44
S 2.810 -1.517 -1.872 -0.14
S 1.718 -0.718 2.454 0.50
H -1.094 1.541 -0.527 0.16
H -0.859 1.152 1.125 0.08
H -2.193 -0.699 0.775 0.16
H -1.716 -0.920 -0.885 0.10
H 1.097 0.920 -0.765 0.03
H 1.127 -1.855 2.575 -0.23
```

For the LUMO energy (spin up / spin down), the calculation gives -1.86 / -1.75 eV. The value obtained for the HOMO-LUMO gap (spin up / spin down) is 6.91 / 6.90 eV. The energy relative to the best compared isomer or geometry (same formula, charge and spin) is 3.552 eV. As for the multiplicity: 1. As for the electronic energy: -1347.4455 hartree.

# C2H6NP

C2H6NP as an isolated structure in a non-equilibrium geometry (ωB97M-V/def2-TZVPD, OMol25).

```
10
Properties=species:S:1:pos:R:3:lowdin_charge:R:1
C 1.329 0.011 -0.013 -0.23
C -0.392 0.766 -0.305 -0.40
N 1.488 -1.179 -0.379 -0.01
P -1.486 -0.633 0.038 0.74
H 2.129 0.574 0.522 0.08
H -0.431 1.520 0.432 0.01
H -0.424 0.985 -1.349 0.03
H 2.379 -1.597 0.044 0.08
H -2.568 -0.002 -0.320 -0.18
H -2.022 -0.445 1.331 -0.12
```

For the LUMO energy, the calculation gives 1.10 eV. The value obtained for the HOMO-LUMO gap is 10.29 eV. The energy relative to the best compared isomer or geometry (same formula, charge and spin) is 1.489 eV. As for the multiplicity: 1. As for the electronic energy: -475.8024 hartree.